# C5H11NO

C5H11NO in the gas phase (ωB97M-V/def2-TZVPD, the Open Molecules 2025 dataset).

Atoms and positions in Å:
C -1.16263 -0.96400 -1.39741
C -0.61210 0.06352 -0.38773
C -1.22654 -0.16566 0.96344
N 0.83831 0.03196 -0.08461
C 1.25519 0.63395 1.56063
C 1.59955 0.35825 -1.22342
O 1.12572 0.63509 -2.31673
H -0.93494 -1.99612 -1.10094
H -2.26046 -0.86281 -1.41626
H -0.78932 -0.77813 -2.40506
H -0.83728 1.06164 -0.79228
H -0.55972 0.37005 1.61536
H -2.21920 0.24459 1.10279
H -1.12197 -1.21743 1.25816
H 0.62636 0.82627 2.49113
H 1.93170 -0.13518 1.89965
H 1.65301 1.61496 1.35610
H 2.69431 0.27905 -1.12282

Forces on atoms 1 to 6 (eV/Å):
0.257 0.092 0.010
-0.380 0.070 0.293
-0.279 0.112 0.328
-0.119 0.783 0.931
0.819 -0.287 -1.493
0.037 0.268 0.527

Summary:
frontier orbital gap = 9.94 eV
spin multiplicity = 1
energy above the lowest of the compared OMol25 structures with the same formula, charge and spin = 3.3155 eV
max |F| = 0.038 Eh/bohr

---

# C5H11NO

C5H11NO in the gas phase (ωB97M-V/def2-TZVPD, the Open Molecules 2025 dataset).

Atoms and positions in Å:
C 0.63054 1.76772 1.05025
C 0.23638 0.32219 1.42096
N -0.32423 -0.42327 0.47272
C -0.94669 0.18132 -0.76804
C -0.09850 -0.13948 -1.95553
C 0.06383 -1.76361 0.64179
O 0.40164 -0.07715 2.55956
H 1.09339 1.79686 0.11676
H -0.06694 2.62625 1.12306
H 1.43804 2.07436 1.73749
H -1.92056 -0.40141 -0.90513
H -1.14509 1.25711 -0.68100
H -0.26615 -1.25537 -2.15126
H -0.62565 0.24574 -2.88508
H 0.95016 0.17530 -1.93080
H -0.82394 -2.34923 0.39788
H 0.49515 -2.06530 1.66698
H 0.90862 -1.97201 0.08941

Forces on atoms 1 to 6 (eV/Å):
0.331 0.617 2.002
-0.724 3.230 1.389
-0.227 2.203 -0.342
-0.164 -2.101 0.952
-1.532 -1.469 -2.538
-1.490 -2.429 1.537

Summary:
frontier orbital gap = 9.84 eV
spin multiplicity = 1
energy above the lowest of the compared OMol25 structures with the same formula, charge and spin = 1.8422 eV
max |F| = 0.070 Eh/bohr

---

# C5H11NO

C5H11NO in the gas phase (ωB97M-V/def2-TZVPD, the Open Molecules 2025 dataset).

Atoms and positions in Å:
C 2.82879 0.48256 -0.22537
N 1.40669 0.23279 -0.42778
C 0.46007 -0.13043 0.46584
O 0.60614 -0.34909 1.65568
C -0.93172 -0.17243 -0.25550
C -1.58401 -1.50467 0.06602
C -1.68016 1.05918 0.24660
H 3.12380 1.48194 -0.57114
H 3.46374 -0.25021 -0.73910
H 3.05192 0.42394 0.84467
H 0.89829 0.22052 -1.29461
H -0.89701 -0.08681 -1.36358
H -1.48360 -1.67167 1.13941
H -1.06882 -2.31896 -0.46016
H -2.63983 -1.52707 -0.21950
H -2.72083 1.08356 -0.09108
H -1.64859 1.05364 1.33765
H -1.18486 1.97321 -0.10801

Forces on atoms 1 to 6 (eV/Å):
-0.012 -0.026 0.052
-0.185 -0.113 0.040
-0.300 -0.041 -0.073
-0.037 0.134 -0.511
-0.006 -0.045 0.224
-0.096 -0.102 0.167

Summary:
frontier orbital gap = 10.49 eV
spin multiplicity = 1
energy above the lowest of the compared OMol25 structures with the same formula, charge and spin = 0.4892 eV
max |F| = 0.032 Eh/bohr

---

# C5H11NO

C5H11NO in the gas phase (ωB97M-V/def2-TZVPD, the Open Molecules 2025 dataset).

Atoms and positions in Å:
C -2.23959 -0.31410 -0.69822
C -1.53493 0.83295 0.01951
C -0.58873 0.36079 1.12495
N 0.53106 -0.42155 0.62114
C 1.62633 0.23356 0.13747
O 1.72265 1.44973 0.20452
C 2.73412 -0.58194 -0.49984
H -2.91905 0.05553 -1.47297
H -1.51628 -0.97786 -1.18636
H -2.83104 -0.91650 0.00283
H -0.95142 1.43012 -0.69137
H -2.27734 1.50902 0.46278
H -0.15330 1.22835 1.62673
H -1.12890 -0.23288 1.87210
H 0.42963 -1.41666 0.49618
H 2.79759 -0.28591 -1.55139
H 2.62506 -1.66881 -0.43973
H 3.67413 -0.28385 -0.02833

Forces on atoms 1 to 6 (eV/Å):
-0.026 -0.063 -0.031
0.012 0.063 -0.002
-0.079 0.070 0.106
0.100 0.049 -0.103
0.036 0.103 -0.033
-0.020 -0.263 -0.026

Summary:
frontier orbital gap = 10.45 eV
spin multiplicity = 1
energy above the lowest of the compared OMol25 structures with the same formula, charge and spin = 0.0502 eV
max |F| = 0.005 Eh/bohr

---

# C5H11NO

C5H11NO in the gas phase (ωB97M-V/def2-TZVPD, the Open Molecules 2025 dataset).

Atoms and positions in Å:
C -1.04742 1.88865 -1.11249
N 0.25821 1.68644 -0.50023
C 0.86339 0.52934 -0.09490
C -0.06055 -0.67149 0.15558
C -0.17978 -0.64785 1.70866
C 0.56651 -1.98334 -0.28675
O 2.06091 0.41143 0.02629
H -1.49284 2.88887 -1.08675
H -0.99124 1.55756 -2.14664
H -1.82211 1.33970 -0.57738
H 0.91898 2.42933 -0.65135
H -0.94105 -0.49882 -0.47281
H -0.44989 -1.63681 2.10295
H -0.82379 0.12277 2.12909
H 0.83494 -0.51508 2.08706
H 1.61876 -1.95964 0.01793
H 0.05916 -2.87048 0.07856
H 0.62781 -2.07058 -1.37682

Forces on atoms 1 to 6 (eV/Å):
-0.541 -0.743 0.178
0.151 1.064 0.389
-0.875 -1.100 -1.254
0.100 0.499 0.308
-0.070 -0.835 -0.217
1.091 0.377 -0.611

Summary:
frontier orbital gap = 10.41 eV
spin multiplicity = 1
energy above the lowest of the compared OMol25 structures with the same formula, charge and spin = 0.6675 eV
max |F| = 0.037 Eh/bohr

---

# C5H11NO

2 unconnected molecules or ions with the total composition C5H11NO (ωB97M-V/def2-TZVPD, the Open Molecules 2025 dataset).

Atoms and positions in Å:
C -0.37520 -2.48798 1.46886
C -0.43994 -1.02081 1.82773
C -0.21636 -0.04461 0.68577
C 0.49887 1.08277 0.78103
N 0.92334 1.69522 -0.42605
C 0.07695 2.31255 -1.14590
H -0.98323 -2.76887 0.60420
H -0.71329 -3.13905 2.27251
H 0.67772 -2.67840 1.26448
H 0.25651 -0.82154 2.64641
H -1.36491 -0.69631 2.34387
H -0.87260 -0.24669 -0.16117
H 0.61633 1.65272 1.69671
H -0.00813 2.25367 -2.22788
H -0.68242 2.92670 -0.65581
H 0.46290 -0.44650 -2.03211
H 0.22293 -0.90617 -3.49752
O -0.21090 -0.79610 -2.64362

Forces on atoms 1 to 6 (eV/Å):
0.021 -0.006 -0.273
-0.858 1.698 1.238
-0.551 -0.340 1.104
-0.597 0.830 -0.163
-0.654 -0.928 -1.815
-0.245 0.303 1.143

Summary:
frontier orbital gap = 9.24 eV
spin multiplicity = 1
energy above the lowest of the compared OMol25 structures with the same formula, charge and spin = 3.4348 eV
max |F| = 0.044 Eh/bohr

---

# C5H11NO

2 unconnected molecules or ions with the total composition C5H11NO (ωB97M-V/def2-TZVPD, the Open Molecules 2025 dataset).

Atoms and positions in Å:
C -2.21084 0.31671 -0.24784
C -1.32702 -0.79944 0.30361
N -0.15703 -0.43404 1.09851
C -0.11121 0.66975 1.71258
C 1.44244 0.41084 -1.06666
O 0.58553 0.30646 -1.91596
C 2.46255 -0.64439 -0.75114
H -3.03989 -0.13086 -0.80599
H -1.63862 0.94233 -0.94121
H -2.64790 0.94982 0.53132
H -0.94921 -1.39056 -0.53827
H -1.91065 -1.48871 0.92700
H -0.90755 1.42321 1.72062
H 0.79136 0.90796 2.28179
H 1.50606 1.32982 -0.44701
H 2.40163 -1.45212 -1.48332
H 2.24869 -1.03732 0.24974
H 3.46657 -0.20655 -0.74123

Forces on atoms 1 to 6 (eV/Å):
0.006 0.056 0.048
-0.128 -0.082 -0.070
-0.065 0.376 0.253
-0.016 -0.214 -0.094
-0.189 -0.068 -0.268
0.466 0.078 0.346

Summary:
frontier orbital gap = 10.73 eV
spin multiplicity = 1
energy above the lowest of the compared OMol25 structures with the same formula, charge and spin = 1.9938 eV
max |F| = 0.011 Eh/bohr

---

# C5H11NO

C5H11NO in the gas phase (ωB97M-V/def2-TZVPD, the Open Molecules 2025 dataset).

Atoms and positions in Å:
C -1.93242 -1.00122 -0.50664
C -1.50054 -0.10029 0.64145
N -0.04550 -0.07445 0.74998
C 0.56195 1.16686 1.18621
C 0.64035 0.73874 -0.23324
C 1.92792 0.15986 -0.75237
O 1.78699 -1.16077 -1.23262
H -3.02393 -1.08079 -0.55007
H -1.50673 -2.00168 -0.38795
H -1.57942 -0.60452 -1.46478
H -1.91242 0.91591 0.49613
H -1.90037 -0.47475 1.59183
H -0.07645 2.01482 1.42526
H 1.43757 1.05211 1.82596
H 0.01827 1.27905 -0.94861
H 2.42011 0.78880 -1.49703
H 2.61758 0.07748 0.12052
H 2.22437 -1.49793 -0.44272

Forces on atoms 1 to 6 (eV/Å):
0.015 -0.033 -0.029
-0.145 0.019 0.000
-0.032 -0.018 0.037
0.001 0.242 0.216
0.019 0.178 -0.227
0.475 0.825 0.645

Summary:
frontier orbital gap = 10.41 eV
spin multiplicity = 1
energy above the lowest of the compared OMol25 structures with the same formula, charge and spin = 2.5217 eV
max |F| = 0.039 Eh/bohr